Density functional theory data (wB97M-V/def2-TZVPD) for C42H28Br4NiO3P2S as an isolated structure.

HOMO level, eV: -6.574
Largest force on an atom, eV/Å: 1.23
Frontier orbital gap, eV: 6.0

ORCA input file:
```
! RIJCOSX wB97M-V def2-TZVPD def2/J DEFGRID3
* xyz 0 1
Ni -0.0379 0.2911 0.7889
O 0.1016 3.5792 0.9945
S 0.0041 2.4088 0.1080
C 1.4030 2.5177 -1.0254
C 1.6287 3.6974 -1.7319
C 2.7915 3.8360 -2.4651
C 3.7476 2.8244 -2.4637
C 3.5391 1.6787 -1.7192
C 2.3599 1.5129 -0.9926
P 2.0580 0.0906 0.0992
C 3.3395 0.2144 1.3719
C 4.5959 -0.3756 1.2366
C 5.5318 -0.2567 2.2524
C 5.2136 0.4438 3.4092
C 3.9629 1.0274 3.5499
C 3.0218 0.9113 2.5369
C 2.4212 -1.3872 -0.8627
C 2.4014 -1.3933 -2.2549
C 2.5602 -2.5876 -2.9469
C 2.7271 -3.7757 -2.2504
C 2.7273 -3.7751 -0.8613
C 2.5658 -2.5879 -0.1671
C -1.4716 2.6552 -0.8929
C -1.7027 3.8914 -1.4894
C -2.8702 4.0831 -2.2059
C -3.8156 3.0662 -2.2976
C -3.6139 1.8700 -1.6309
C -2.4443 1.6671 -0.9023
P -2.1512 0.2234 0.1523
C -3.1394 0.5198 1.6414
C -3.1962 -0.5145 2.5779
C -3.7672 -0.2936 3.8186
C -4.2830 0.9588 4.1336
C -4.2256 1.9883 3.2071
C -3.6489 1.7732 1.9610
C -2.8404 -1.2015 -0.6901
C -2.0126 -1.8960 -1.5716
C -2.5011 -2.9973 -2.2543
C -3.8080 -3.4181 -2.0435
C -4.6290 -2.7374 -1.1551
C -4.1474 -1.6284 -0.4732
H 0.9273 4.5136 -1.6980
H 2.9626 4.7459 -3.0256
H 4.6661 2.9473 -3.0230
H 4.2977 0.9057 -1.6834
H 4.8429 -0.9358 0.3421
H 6.5049 -0.7185 2.1452
H 5.9382 0.5191 4.2106
H 3.7034 1.5508 4.4606
H 2.0298 1.3209 2.6786
H 2.2599 -0.4718 -2.8063
H 2.5545 -2.5864 -4.0295
H 2.8468 -4.7070 -2.7905
H 2.8276 -4.7033 -0.3142
H 2.5431 -2.5985 0.9165
H -1.0055 4.7056 -1.3748
H -3.0470 5.0349 -2.6900
H -4.7273 3.2246 -2.8594
H -4.3701 1.0942 -1.6528
H -2.7699 -1.4858 2.3485
H -3.7884 -1.0937 4.5476
H -4.7180 1.1336 5.1095
H -4.6200 2.9657 3.4536
H -3.5916 2.5905 1.2520
H -0.9780 -1.5961 -1.6906
H -1.8533 -3.5443 -2.9270
H -4.1841 -4.2909 -2.5628
H -5.6433 -3.0741 -0.9834
H -4.7828 -1.1047 0.2304
Br -0.4518 -5.7545 3.9129
C -0.2544 -3.8991 3.6133
C -0.0671 -3.0138 4.6577
Br 0.0027 -3.6283 6.4429
C 0.0574 -1.6388 4.3930
Br 0.2805 -0.3518 5.7608
C 0.0004 -1.1366 3.0978
O 0.0536 0.1326 2.7907
C -0.1508 -2.0550 2.0364
O -0.1751 -1.5536 0.7770
C -0.3020 -3.3980 2.2968
Br -0.6154 -4.5205 0.7998
*
```